Computed, not measured: C20H20N8O7P2SZn as an isolated structure, with ωB97M-V/def2-TZVPD.

Element x y z (Å)
N: -0.406 2.665 -1.237
O: -1.995 0.278 -1.274
O: -4.230 0.552 -2.402
O: -1.270 -0.301 -5.453
C: 3.396 -1.510 0.715
H: 0.729 -0.760 7.360
P: -0.754 0.821 -4.456
N: 0.678 1.292 7.379
C: 2.427 -0.658 0.213
H: 0.623 3.333 7.171
C: 0.721 0.008 5.358
Zn: 0.019 0.302 -1.533
C: 0.645 2.392 6.634
H: -4.285 1.358 -1.878
H: 0.634 3.316 4.699
H: -2.212 3.602 1.426
H: 2.228 -0.405 3.016
H: -1.865 -0.894 -4.942
C: 0.643 2.383 5.248
N: -0.705 -4.562 -1.964
H: 3.550 -1.631 1.779
C: -1.842 3.576 0.409
C: -0.976 3.476 -2.111
C: -0.111 1.810 0.973
C: 0.685 1.162 4.586
H: 0.729 -0.970 4.896
C: -1.144 -5.191 -0.735
O: -0.256 2.034 -5.106
C: 3.061 -1.187 -1.905
H: 0.092 -1.840 -3.421
O: -2.701 -1.261 -3.263
H: 4.641 -2.649 -2.047
H: -0.808 -5.082 -2.819
S: -0.253 -2.307 -0.675
N: 2.277 -0.494 -1.101
C: 1.506 0.149 1.065
N: -2.427 4.396 -0.463
O: 0.181 0.106 -3.449
N: 4.185 -2.222 -0.085
C: 0.712 0.127 6.739
H: -0.654 3.405 -3.144
H: -0.259 -3.384 -4.080
C: 1.538 0.202 2.449
H: -0.436 -4.979 0.064
C: 0.688 1.088 3.106
C: -0.127 1.928 2.353
H: 2.923 -1.045 -2.969
C: 4.011 -2.065 -1.389
H: -2.127 -4.830 -0.431
P: -2.727 0.057 -2.588
H: -2.453 5.014 -2.428
C: -1.987 4.350 -1.711
H: -1.187 -6.265 -0.901
O: -2.100 1.171 -3.600
N: 0.655 0.902 0.377
N: 0.029 -2.849 -3.275
H: -0.759 2.655 2.841
C: -0.830 2.714 0.030
C: -0.322 -3.282 -2.054

Results
highest occupied orbital energy	-8.753	eV